#P
Entry from the OMol25 dataset: a cluster of 2 separate species, C5H12O2 in total (ωB97M-V/def2-TZVPD).

The SMILES is CCC(=O)CC.O. Its highest occupied orbital energy is -9.80 eV. The LUMO energy comes out at 0.91 eV. The charge is 0.

```
19
C5H12O2 ωB97M-V/def2-TZVPD
C 0.37 -2.74 -0.50
C 0.90 -1.38 -0.03
C -0.12 -0.27 -0.16
O -1.29 -0.46 0.11
C 0.40 1.06 -0.66
C -0.58 2.22 -0.58
O -0.62 1.13 2.41
H -0.57 -2.96 0.01
H 0.18 -2.73 -1.57
H 1.09 -3.54 -0.28
H 1.14 -1.41 1.04
H 1.83 -1.12 -0.56
H 0.66 0.83 -1.70
H -1.18 0.56 1.86
H 1.34 1.28 -0.14
H -1.61 1.85 -0.63
H -0.45 2.76 0.36
H -0.43 2.93 -1.40
H -1.09 1.97 2.42
```

Per-atom Löwdin charges, elementary charge units:
1 C -0.0959
2 C -0.1803
3 C -0.4252
4 O 0.0512
5 C -0.1837
6 C -0.0966
7 O -0.0556
8 H 0.0741
9 H 0.0786
10 H 0.0733
11 H 0.1298
12 H 0.1121
13 H 0.1276
14 H 0.0160
15 H 0.1256
16 H 0.0765
17 H 0.0606
18 H 0.0727
19 H 0.0392

=====

#Q
Entry from the OMol25 dataset: the molecule C5H12O2 (ωB97M-V/def2-TZVPD).

The SMILES is CC[C@@H](O)CCO. Its highest occupied orbital energy is -9.94 eV. The LUMO energy comes out at 0.79 eV. The charge is 0.

```
19
C5H12O2 ωB97M-V/def2-TZVPD
C -0.46 1.12 -2.20
C -0.30 0.00 -1.18
C 0.72 0.30 -0.09
O 0.30 1.48 0.58
C 0.91 -0.85 0.92
C -0.25 -1.06 1.88
O -1.50 -1.28 1.26
H -1.27 0.87 -2.90
H -0.72 2.05 -1.70
H 0.46 1.27 -2.78
H -0.02 -0.94 -1.66
H -1.28 -0.19 -0.72
H 1.69 0.48 -0.58
H 1.00 1.75 1.19
H 1.80 -0.64 1.53
H 1.13 -1.78 0.37
H -0.32 -0.21 2.57
H -0.06 -1.96 2.49
H -1.84 -0.41 1.00
```

Per-atom Löwdin charges, elementary charge units:
1 C -0.0991
2 C -0.2142
3 C -0.4018
4 O -0.0380
5 C -0.1363
6 C -0.2624
7 O -0.0707
8 H 0.0724
9 H 0.0720
10 H 0.0742
11 H 0.1233
12 H 0.0936
13 H 0.1441
14 H 0.1002
15 H 0.1170
16 H 0.1196
17 H 0.1140
18 H 0.1170
19 H 0.0752

=====

#R
Entry from the OMol25 dataset: the molecule C5H12O2 (ωB97M-V/def2-TZVPD).

The SMILES is CCOCCOC. Its highest occupied orbital energy is -9.68 eV. The LUMO energy comes out at 1.14 eV. The charge is 0.

```
19
C5H12O2 ωB97M-V/def2-TZVPD
C -1.32 2.60 1.36
C -0.01 1.90 1.02
O -0.30 0.63 0.49
C 0.84 -0.18 0.37
C 0.46 -1.46 -0.33
O 0.49 -1.25 -1.72
C -0.16 -2.27 -2.44
H -1.85 2.04 2.13
H -1.95 2.65 0.47
H -1.12 3.61 1.72
H 0.61 1.80 1.93
H 0.57 2.49 0.29
H 1.63 0.32 -0.21
H 1.26 -0.40 1.37
H 1.15 -2.28 -0.06
H -0.55 -1.75 0.00
H -1.25 -2.24 -2.29
H 0.20 -3.26 -2.14
H 0.06 -2.11 -3.50
```

Per-atom Löwdin charges, elementary charge units:
1 C -0.0775
2 C -0.2994
3 O -0.1460
4 C -0.2108
5 C -0.2216
6 O -0.1803
7 C -0.1226
8 H 0.0769
9 H 0.0776
10 H 0.0752
11 H 0.1185
12 H 0.1227
13 H 0.1335
14 H 0.1279
15 H 0.1277
16 H 0.1304
17 H 0.0910
18 H 0.0877
19 H 0.0890

=====

#S
Entry from the OMol25 dataset: the molecule C5H12O2 (ωB97M-V/def2-TZVPD).

The SMILES is CC[C@@H](O)[C@@H](C)O. Its highest occupied orbital energy is -10.05 eV. The LUMO energy comes out at 0.80 eV. The charge is 0.

```
19
C5H12O2 ωB97M-V/def2-TZVPD
C -1.17 -2.31 1.05
C -0.78 -0.83 1.04
C 0.00 -0.41 -0.21
O -0.87 -0.28 -1.32
C 0.76 1.00 -0.03
C 1.44 1.55 -1.30
O -0.06 2.01 0.55
H -1.80 -2.57 0.19
H -0.28 -2.96 1.02
H -1.73 -2.56 1.96
H -1.67 -0.21 1.11
H -0.15 -0.61 1.91
H 0.79 -1.13 -0.45
H -0.73 0.67 -1.27
H 1.53 0.75 0.69
H 0.73 1.96 -2.05
H 2.13 2.37 -1.05
H 2.02 0.77 -1.81
H -0.13 2.78 -0.02
```

Per-atom Löwdin charges, elementary charge units:
1 C -0.1019
2 C -0.2090
3 C -0.3590
4 O -0.0210
5 C -0.3741
6 C -0.0430
7 O -0.0333
8 H 0.0752
9 H 0.0717
10 H 0.0699
11 H 0.1194
12 H 0.1136
13 H 0.1459
14 H 0.0569
15 H 0.1343
16 H 0.0872
17 H 0.0873
18 H 0.0875
19 H 0.0923

=====

It is #P that is the most stable of them.

=====

#P
Entry from the OMol25 dataset: a structure of composition C5H12O2 (ωB97M-V/def2-TZVPD).

Its highest occupied orbital energy is -9.23 eV. The LUMO energy comes out at 0.97 eV. The charge is 0.

```
19
C5H12O2 ωB97M-V/def2-TZVPD
C 1.89 -0.76 1.48
O 0.71 0.19 0.77
C -0.09 -0.51 -0.18
C -0.82 -1.73 0.39
C -1.06 0.51 -0.76
C -0.38 1.79 -1.26
O 0.01 2.65 -0.22
H 2.13 -1.53 0.73
H 0.75 -0.43 1.89
H 2.75 -0.08 1.51
H 0.61 -0.83 -0.96
H -1.53 -1.42 1.16
H -0.12 -2.45 0.83
H -1.38 -2.23 -0.40
H -1.81 0.79 0.00
H -1.60 0.03 -1.59
H 0.47 1.52 -1.90
H -1.09 2.36 -1.87
H 0.55 2.12 0.39
```

Per-atom Löwdin charges, elementary charge units:
1 C 0.0464
2 O -0.2591
3 C -0.4365
4 C -0.0508
5 C -0.1397
6 C -0.2688
7 O -0.0689
8 H 0.0513
9 H 0.1239
10 H 0.0480
11 H 0.1454
12 H 0.0914
13 H 0.0706
14 H 0.0876
15 H 0.1300
16 H 0.1246
17 H 0.1207
18 H 0.1168
19 H 0.0670

=====

#Q
Entry from the OMol25 dataset: the molecule C5H12O2 (ωB97M-V/def2-TZVPD).

The SMILES is COC[C@@H](C)CO. Its highest occupied orbital energy is -9.84 eV. The LUMO energy comes out at 0.96 eV. The charge is 0.

```
19
C5H12O2 ωB97M-V/def2-TZVPD
C 2.66 0.37 -0.61
O 1.29 0.63 -0.42
C 0.48 -0.53 -0.31
C -0.99 -0.14 -0.19
C -1.80 -1.37 0.21
C -1.19 1.00 0.83
O -0.79 2.26 0.34
H 2.95 -0.59 -0.16
H 2.92 0.36 -1.67
H 3.21 1.17 -0.11
H 0.63 -1.20 -1.18
H 0.78 -1.09 0.59
H -1.34 0.24 -1.16
H -2.88 -1.16 0.19
H -1.55 -1.68 1.24
H -1.61 -2.22 -0.45
H -2.25 1.08 1.08
H -0.66 0.73 1.76
H 0.11 2.13 0.01
```

Per-atom Löwdin charges, elementary charge units:
1 C -0.0926
2 O -0.2166
3 C -0.2123
4 C -0.3456
5 C -0.0748
6 C -0.2499
7 O -0.0620
8 H 0.0894
9 H 0.0918
10 H 0.0910
11 H 0.1339
12 H 0.1333
13 H 0.1491
14 H 0.0809
15 H 0.0844
16 H 0.0796
17 H 0.1230
18 H 0.1295
19 H 0.0681

=====

It is #Q that is the most stable of them.

=====

#P
Entry from the OMol25 dataset: the molecule C5H12O2 (ωB97M-V/def2-TZVPD).

The SMILES is CCOCCOC. Its highest occupied orbital energy is -9.55 eV. The LUMO energy comes out at 1.05 eV. The charge is 0.

```
19
C5H12O2 ωB97M-V/def2-TZVPD
C -2.54 0.31 1.07
C -1.88 1.56 0.44
O -0.46 1.61 0.30
C 0.44 0.56 0.62
C 1.08 -0.08 -0.63
O 1.91 -1.12 -0.18
C 2.55 -1.80 -1.23
H -1.72 -0.33 1.33
H -3.18 -0.27 0.38
H -3.11 0.53 1.99
H -2.14 2.42 1.07
H -2.28 1.72 -0.57
H 1.23 0.93 1.28
H -0.06 -0.22 1.17
H 0.29 -0.47 -1.29
H 1.68 0.62 -1.24
H 3.19 -1.13 -1.83
H 1.83 -2.28 -1.91
H 3.17 -2.57 -0.78
```

Per-atom Löwdin charges, elementary charge units:
1 C -0.0680
2 C -0.2399
3 O -0.1476
4 C -0.1857
5 C -0.2049
6 O -0.1941
7 C -0.1249
8 H 0.0346
9 H 0.0776
10 H 0.0819
11 H 0.1105
12 H 0.1120
13 H 0.1327
14 H 0.0926
15 H 0.1279
16 H 0.1291
17 H 0.0891
18 H 0.0890
19 H 0.0882

=====

#Q
Entry from the OMol25 dataset: a structure of composition C5H12O2 (ωB97M-V/def2-TZVPD).

Its highest occupied orbital energy is -8.99 eV. The LUMO energy comes out at 0.82 eV. The charge is 0.

```
19
C5H12O2 ωB97M-V/def2-TZVPD
C 1.46 -0.29 -0.16
C 1.77 1.09 -0.74
C -0.04 -1.25 -0.32
O 2.43 -1.17 -0.61
O -0.12 -1.93 -1.34
H 2.04 -1.96 -1.04
H 1.54 -0.23 0.93
H -0.21 -1.71 0.67
H 1.60 1.06 -1.82
H 1.14 1.87 -0.30
H 2.79 1.39 -0.55
C -1.74 0.11 -0.03
C -1.90 0.63 1.38
H -1.37 0.01 2.10
H -1.51 1.64 1.49
H -2.14 0.78 -0.79
H -2.33 -0.79 -0.22
H -0.43 0.13 -0.31
H -2.96 0.63 1.66
```

Per-atom Löwdin charges, elementary charge units:
1 C -0.3757
2 C -0.0531
3 C -0.3460
4 O -0.0484
5 O -0.0271
6 H 0.1018
7 H 0.1223
8 H 0.1341
9 H 0.0891
10 H 0.0705
11 H 0.0842
12 C -0.1386
13 C -0.1359
14 H 0.0691
15 H 0.0700
16 H 0.0924
17 H 0.0912
18 H 0.1272
19 H 0.0731

=====

#R
Entry from the OMol25 dataset: a cluster of 2 separate species, C5H12O2 in total (ωB97M-V/def2-TZVPD).

The SMILES is CCCCC=O.O. Its highest occupied orbital energy is -10.02 eV. The LUMO energy comes out at 0.81 eV. The charge is 0.

```
19
C5H12O2 ωB97M-V/def2-TZVPD
O -0.43 1.77 0.59
C -1.44 1.12 0.48
C -1.53 -0.29 -0.05
C -0.30 -1.18 0.10
C 0.96 -0.69 -0.60
C 0.72 -0.27 -2.05
H -2.41 1.55 0.78
H -2.39 -0.75 0.47
H -1.80 -0.24 -1.12
H -0.08 -1.29 1.17
H -0.58 -2.16 -0.26
H 1.34 0.17 -0.05
H 1.70 -1.48 -0.56
H 0.08 -0.98 -2.58
H 0.23 0.70 -2.09
H 1.64 -0.22 -2.62
H 1.01 0.96 2.30
H 1.49 2.05 3.25
O 1.77 1.23 2.83
```

Per-atom Löwdin charges, elementary charge units:
1 O 0.0486
2 C -0.2496
3 C -0.1708
4 C -0.2151
5 C -0.2596
6 C -0.1084
7 H 0.1209
8 H 0.1148
9 H 0.1183
10 H 0.1147
11 H 0.1068
12 H 0.0914
13 H 0.1039
14 H 0.0752
15 H 0.0705
16 H 0.0688
17 H -0.0070
18 H 0.0405
19 O -0.0640

=====

#S
Entry from the OMol25 dataset: a cluster of 2 separate species, C5H12O2 in total (ωB97M-V/def2-TZVPD).

Its highest occupied orbital energy (alpha / beta) is -7.73 / -7.73 eV. The LUMO energy (alpha / beta) comes out at 0.48 / 0.48 eV. The charge is 0.

```
19
C5H12O2 ωB97M-V/def2-TZVPD
C 1.55 1.48 0.81
O 0.66 0.45 1.00
C -0.08 0.14 -0.03
C 1.70 0.21 -1.61
C -0.81 -1.16 0.02
C -2.24 -1.03 0.55
O -2.28 -0.65 1.91
H 1.09 2.41 0.48
H 1.89 0.86 -0.48
H 2.19 1.58 1.69
H -0.48 0.96 -0.63
H 2.77 0.21 -1.84
H 1.21 0.85 -2.34
H 1.36 -0.82 -1.75
H -0.24 -1.86 0.66
H -0.83 -1.57 -1.00
H -2.80 -0.33 -0.08
H -2.74 -2.00 0.49
H -1.73 0.14 2.01
```

Per-atom Löwdin charges, elementary charge units:
1 C -0.1048
2 O -0.1200
3 C -0.2201
4 C -0.0814
5 C -0.1374
6 C -0.2686
7 O -0.0554
8 H 0.0831
9 H 0.0354
10 H 0.0735
11 H 0.1400
12 H 0.0305
13 H 0.0318
14 H 0.0157
15 H 0.1336
16 H 0.1233
17 H 0.1190
18 H 0.1202
19 H 0.0817

=====

It is #R that is the most stable of them.

=====

#P
Entry from the OMol25 dataset: the molecule C5H9BN2O3 (ωB97M-V/def2-TZVPD).

Its highest occupied orbital energy (alpha / beta) is -8.16 / -8.16 eV. The LUMO energy (alpha / beta) comes out at 0.49 / 0.49 eV. The charge is 0.

```
20
C5H9BN2O3 ωB97M-V/def2-TZVPD
B -2.00 -1.07 -0.32
C 1.96 -0.02 -0.16
C 0.40 -1.59 -0.72
C 1.14 -1.26 0.51
C 0.49 1.44 -1.28
C -0.29 2.99 0.32
N 1.41 0.99 -0.61
N -0.79 -1.44 -1.03
O -2.91 -0.14 -0.88
O -2.33 -1.58 0.90
O -0.28 2.51 -1.02
H 3.05 -0.22 -0.18
H 1.20 -2.02 -1.39
H 1.81 -1.92 0.87
H 0.46 -0.91 1.29
H -0.17 4.13 0.29
H 0.48 2.55 1.04
H -1.24 2.64 0.87
H -2.78 0.05 -1.87
H -3.35 -1.51 1.05
```

Per-atom Löwdin charges, elementary charge units:
1 B -0.7685
2 C -0.1053
3 C -0.2357
4 C -0.0752
5 C -0.1272
6 C -0.0994
7 N 0.0440
8 N 0.2245
9 O 0.0808
10 O 0.1327
11 O -0.1126
12 H 0.1215
13 H 0.1364
14 H 0.0632
15 H 0.1130
16 H 0.1066
17 H 0.0918
18 H 0.1096
19 H 0.1409
20 H 0.1591

=====

#Q
Entry from the OMol25 dataset: a structure of composition C5H9BN2O3 (ωB97M-V/def2-TZVPD).

Its highest occupied orbital energy is -9.93 eV. The LUMO energy comes out at -1.01 eV. The charge is 0.

```
20
C5H9BN2O3 ωB97M-V/def2-TZVPD
B 0.08 2.22 0.91
C 0.72 -1.19 -0.31
C 0.03 -1.25 -1.42
C -0.22 -0.63 0.65
C 0.32 -1.48 -2.87
C -0.11 -0.88 2.11
N -1.36 -0.87 -1.15
N -1.51 -0.56 0.05
O -0.79 2.33 1.98
O 0.41 3.31 0.25
O 0.32 1.10 0.24
H 1.68 -1.22 -0.04
H 0.00 -2.44 -3.23
H 1.42 -1.34 -2.95
H -0.30 -0.66 -3.44
H -0.99 -0.22 2.53
H 0.78 -0.53 2.49
H -0.19 -1.95 2.49
H -1.15 3.19 2.29
H 0.85 3.08 -0.60
```

Per-atom Löwdin charges, elementary charge units:
1 B -1.0124
2 C 0.0209
3 C -0.3023
4 C -0.3220
5 C -0.0354
6 C -0.0051
7 N 0.1079
8 N 0.1046
9 O 0.1496
10 O 0.2054
11 O 0.1498
12 H 0.0963
13 H 0.0675
14 H 0.0871
15 H 0.1222
16 H 0.1281
17 H 0.0577
18 H 0.1184
19 H 0.1234
20 H 0.1384

=====

It is #Q that is the most stable of them.